# 1
{"formula": "C18H47Li2N3O2", "method": "wB97M-V/def2-TZVPD", "spin_multiplicity": 2, "e_lumo_ev": [-2.31, -6.85], "total_charge": 1, "s_squared": 0.755, "symbols": ["Li", "Li", "O", "H", "O", "H", "C", "C", "N", "C", "C", "C", "C", "H", "H", "H", "H", "H", "H", "H", "H", "H", "H", "H", "H", "H", "H", "H", "C", "C", "N", "C", "C", "C", "C", "H", "H", "H", "H", "H", "H", "H", "H", "H", "H", "H", "H", "H", "H", "H", "C", "C", "N", "C", "C", "C", "C", "H", "H", "H", "H", "H", "H", "H", "H", "H", "H", "H", "H", "H", "H", "H"], "xyz": [[-1.3544, -1.1391, 2.8806], [-2.1699, -3.2100, 1.5435], [-1.7897, -1.4061, 0.9897], [-1.2653, -1.0557, 0.2435], [-1.7511, -2.9741, 3.4510], [-2.3409, -3.1834, 4.2013], [-1.7972, 3.3767, -1.5925], [-1.9070, 1.8812, -1.4728], [-2.4912, 1.2567, -2.6969], [-2.6012, -0.1923, -2.4799], [-3.2180, -0.9984, -3.6737], [-2.0712, 1.7206, -4.0303], [-0.5479, 1.5773, -4.3081], [-1.5071, 3.6549, -2.6057], [-1.0030, 3.6708, -0.9063], [-2.6680, 3.9163, -1.2202], [-0.9377, 1.4976, -1.1546], [-2.5272, 1.7634, -0.5842], [-1.7214, -0.7328, -2.1307], [-3.2771, -0.2846, -1.6298], [-3.9813, -0.4065, -4.1789], [-2.4193, -1.2812, -4.3593], [-3.7326, -1.9050, -3.3553], [-2.2948, 2.7777, -4.1744], [-2.6095, 1.3091, -4.8841], [-0.1617, 0.5672, -4.4445], [0.0162, 2.0123, -3.4830], [-0.3981, 2.2982, -5.1118], [1.1663, -1.6126, 3.3548], [1.1475, -0.1542, 3.9312], [-0.2139, 0.3922, 3.8032], [-0.9457, 0.2758, 5.0706], [-2.4336, 0.4943, 4.9300], [-0.4082, 1.6675, 3.0916], [0.1243, 1.5191, 1.6745], [0.8902, -2.3121, 4.1438], [2.1813, -1.9721, 3.1855], [0.5236, -1.7301, 2.4824], [1.4583, -0.1325, 4.9757], [1.9430, 0.4089, 3.4430], [-0.7189, -0.6724, 5.5580], [-0.5178, 1.0502, 5.7074], [-2.9816, 0.0931, 4.0775], [-2.9498, 0.1399, 5.8222], [-2.6165, 1.5687, 4.9088], [0.2367, 2.3778, 3.6090], [-1.4649, 1.9344, 3.1097], [1.1993, 1.3393, 1.6651], [-0.1632, 2.3966, 1.0953], [-0.3144, 0.6410, 1.2007], [4.4244, 0.4831, -0.1213], [3.0974, -0.3331, -0.0033], [2.7187, -0.9860, -1.2709], [2.2134, -0.0262, -2.3325], [2.1291, -0.6564, -3.7027], [1.7446, -2.0694, -0.9148], [2.4951, -3.3421, -0.9570], [4.3037, 1.2485, -0.8880], [5.2882, -0.1451, -0.3386], [4.6708, 1.0032, 0.8044], [3.2274, -1.1579, 0.6973], [2.2180, 0.1993, 0.3593], [2.7934, 0.8834, -2.4881], [1.2190, 0.1748, -1.9340], [1.7069, -1.6607, -3.7386], [3.1842, -0.7291, -3.9662], [1.6038, -0.0097, -4.4055], [1.3362, -1.8515, 0.0721], [0.9279, -2.2100, -1.6228], [2.0233, -4.1739, -0.4339], [2.5889, -3.7001, -1.9823], [3.4711, -3.1645, -0.5055]], "forces_ev_per_angstrom": [[-0.3, -0.7, -0.2], [0.4, 0.9, 1.0], [0.4, 0.0, -0.6], [-0.4, -0.4, 0.7], [-0.9, 0.3, -0.3], [0.6, 0.1, -0.7], [0.7, 0.6, 0.2], [-1.2, 1.7, 0.0], [3.0, -1.9, 0.5], [-2.7, -1.0, -1.0], [0.5, 0.8, 0.4], [-0.2, 0.8, -0.6], [-0.2, 0.7, 1.1], [-0.1, 0.5, 0.3], [0.2, 0.2, -0.2], [-0.2, -0.1, -0.5], [0.1, -0.8, -0.8], [-0.4, -1.0, -0.3], [0.7, 0.8, 0.0], [-0.1, 0.1, 0.3], [0.1, 0.0, -0.1], [-0.2, 0.0, -0.2], [0.3, 0.1, 0.4], [-0.1, 0.1, 0.7], [-0.3, -0.8, 0.7], [-0.5, 0.2, -0.4], [0.0, -0.1, 0.2], [0.3, -0.6, -0.5], [0.7, 0.3, 1.6], [0.1, -0.8, -0.7], [-0.9, -1.1, -0.6], [0.6, 0.4, -0.3], [-0.6, 0.8, 0.7], [1.5, -1.0, 0.4], [-0.4, -0.1, -0.1], [-0.8, 0.0, -0.2], [0.2, 0.4, -0.6], [0.4, -0.1, 0.0], [-0.1, -0.2, 0.2], [-0.4, 0.5, -0.4], [0.0, -0.2, -0.4], [-0.2, 0.2, 0.7], [0.4, -0.4, -0.2], [0.0, -0.1, 0.0], [-0.2, 0.1, 0.0], [-0.4, 0.8, 0.1], [0.2, 0.1, 0.1], [-0.1, 0.5, 0.0], [0.4, 0.1, -0.1], [-0.2, -0.1, 0.0], [-1.1, -0.1, 0.3], [1.0, -0.4, -0.9], [0.0, 0.6, -1.0], [-0.9, -1.6, 1.5], [0.8, -0.3, 0.2], [0.3, 1.0, -0.7], [0.6, -1.4, 0.4], [0.2, 0.0, -0.1], [-0.3, -0.1, -0.3], [-0.2, 0.0, 0.1], [0.3, 0.1, 0.2], [0.1, 0.7, 0.2], [0.1, -0.1, 0.8], [-0.6, 1.0, -0.2], [-0.1, 0.1, 0.2], [-0.1, -0.3, -0.7], [0.3, -0.1, 0.0], [-0.3, -0.1, 0.1], [-0.3, 0.8, -0.1], [-0.2, 0.1, 0.3], [0.4, 0.2, -0.1], [0.1, -0.4, -0.2]]}


# 2
{"formula": "C30H48CaClN3O2", "method": "wB97M-V/def2-TZVPD", "e_lumo_ev": 0.33, "total_charge": 0, "symbols": ["Ca", "C", "C", "N", "C", "C", "N", "C", "C", "N", "H", "H", "H", "H", "H", "H", "H", "H", "H", "H", "H", "H", "H", "H", "H", "C", "C", "C", "C", "C", "C", "C", "C", "C", "C", "C", "C", "C", "C", "C", "C", "C", "H", "H", "H", "H", "H", "H", "H", "H", "H", "H", "H", "H", "H", "H", "H", "H", "H", "H", "H", "H", "H", "H", "H", "H", "H", "H", "H", "H", "H", "Cl", "C", "C", "C", "C", "C", "C", "C", "O", "O", "H", "H", "H", "H"], "xyz": [[-0.4111, -0.5405, 0.9458], [1.2735, -3.1116, 1.5747], [0.9044, -3.4572, 0.1249], [0.0596, -2.4295, -0.5165], [-1.1010, -2.9625, -1.2421], [-2.1754, -3.4261, -0.2597], [-2.3657, -2.4491, 0.8214], [-2.3485, -2.9971, 2.1906], [-0.9668, -3.5057, 2.5788], [0.1214, -2.5297, 2.3036], [1.6564, -4.0133, 2.0598], [2.0741, -2.3735, 1.5703], [1.8313, -3.6085, -0.4276], [0.3720, -4.4089, 0.0915], [0.6216, -1.8275, -1.1117], [-1.4947, -2.1605, -1.8706], [-0.8354, -3.7879, -1.9132], [-3.1030, -3.6036, -0.8027], [-1.8866, -4.3906, 0.1689], [-3.2409, -1.9543, 0.6957], [-2.6588, -2.1950, 2.8571], [-3.0589, -3.8199, 2.3189], [-0.9790, -3.7854, 3.6299], [-0.7361, -4.4197, 2.0286], [0.4518, -2.1386, 3.1798], [2.1892, -0.0431, -0.2885], [1.6819, 0.9187, 0.6459], [0.7102, 1.7108, -0.0886], [0.6410, 1.1534, -1.3873], [1.5865, 0.1181, -1.5404], [2.0138, -0.4838, -2.8759], [0.8469, -1.1344, -3.6367], [2.5634, 0.6508, -3.7574], [3.1250, -1.5135, -2.6743], [0.0436, 3.0846, 0.1817], [-0.9573, 3.1519, 1.3547], [1.1245, 4.1728, 0.3442], [-0.7709, 3.5056, -1.0521], [2.5400, 1.2107, 1.9103], [3.7892, 2.0231, 1.5313], [1.8251, 1.9123, 3.0705], [3.0449, -0.1147, 2.5051], [3.0055, -0.7281, -0.0869], [0.0125, 1.5289, -2.1889], [-0.0323, -0.4803, -3.6410], [0.5598, -2.0943, -3.2011], [1.1278, -1.3271, -4.6799], [1.7745, 1.3639, -4.0182], [2.9820, 0.2481, -4.6884], [3.3477, 1.2014, -3.2276], [2.7940, -2.3417, -2.0357], [4.0091, -1.0608, -2.2092], [3.4265, -1.9366, -3.6379], [-0.6717, 2.5727, 2.2226], [-1.9365, 2.7810, 1.0409], [-1.0872, 4.1961, 1.6674], [1.6115, 4.1560, 1.3184], [0.6610, 5.1598, 0.2336], [1.8969, 4.0676, -0.4257], [-1.5206, 2.7591, -1.3290], [-0.1293, 3.6938, -1.9189], [-1.2994, 4.4344, -0.8169], [3.5347, 3.0164, 1.1631], [4.3415, 1.5065, 0.7399], [4.4532, 2.1383, 2.3990], [1.5054, 2.9209, 2.8341], [2.5049, 1.9789, 3.9262], [0.9433, 1.3549, 3.4005], [3.6277, -0.7092, 1.7971], [2.2137, -0.7289, 2.8734], [3.6882, 0.0945, 3.3639], [-5.0866, 2.3865, -3.6102], [-4.5324, 1.7840, -2.0736], [-5.2142, 2.1305, -0.9168], [-4.7796, 1.6345, 0.3031], [-3.6470, 0.8318, 0.3817], [-2.9749, 0.5134, -0.7966], [-3.4189, 0.9688, -2.0288], [-3.2327, 0.2635, 1.7255], [-4.1170, -0.1838, 2.4421], [-1.9547, 0.2373, 1.9668], [-6.0851, 2.7732, -0.9786], [-5.3232, 1.8628, 1.2134], [-2.0833, -0.1088, -0.7997], [-2.8960, 0.7130, -2.9414]], "forces_ev_per_angstrom": [[1.4, -0.6, -1.2], [-0.4, 0.1, -0.1], [-0.3, 0.2, 0.0], [0.1, -0.7, -0.2], [0.2, 0.2, 0.2], [0.1, 0.0, 0.2], [0.0, -0.1, 0.1], [0.1, 0.2, -0.3], [0.2, 0.2, -0.3], [0.2, -0.3, 0.2], [0.0, -0.1, 0.1], [-0.1, 0.0, 0.0], [0.1, 0.0, -0.1], [0.0, 0.0, 0.0], [0.1, -0.1, -0.1], [0.0, 0.0, 0.0], [0.0, 0.0, 0.0], [-0.1, 0.0, -0.1], [0.0, 0.0, 0.0], [0.0, -0.1, 0.0], [0.0, 0.1, 0.0], [-0.1, -0.1, 0.0], [0.0, 0.0, 0.2], [0.0, 0.0, 0.0], [0.0, -0.2, 0.0], [0.1, 0.1, 0.1], [0.6, 0.8, -0.1], [0.2, 0.2, 0.2], [-0.1, -0.2, 0.0], [-0.2, 0.0, 0.1], [-0.1, 0.1, 0.1], [0.0, 0.0, -0.1], [0.1, 0.1, 0.0], [0.1, -0.1, 0.0], [0.0, -0.1, -0.1], [0.0, 0.1, -0.1], [0.0, 0.0, 0.0], [0.0, 0.1, -0.1], [-0.2, -0.2, 0.0], [0.1, 0.0, -0.1], [-0.1, 0.0, 0.0], [0.1, -0.1, 0.1], [-0.1, 0.1, 0.0], [0.1, -0.1, 0.1], [0.1, -0.1, 0.0], [0.0, 0.0, 0.0], [0.0, 0.0, 0.1], [0.1, -0.1, 0.1], [-0.1, 0.0, 0.1], [-0.1, -0.1, -0.1], [0.0, 0.1, -0.1], [-0.2, -0.1, -0.1], [0.0, 0.0, 0.1], [0.2, -0.1, 0.1], [0.1, 0.0, 0.0], [0.0, -0.1, -0.1], [0.0, -0.1, 0.0], [0.1, -0.1, 0.0], [-0.1, 0.0, 0.1], [0.1, 0.1, 0.1], [-0.1, 0.0, 0.1], [0.0, 0.0, 0.0], [0.0, 0.0, 0.0], [0.0, 0.1, 0.1], [-0.1, 0.0, -0.1], [-0.1, 0.1, -0.1], [0.0, 0.0, -0.1], [0.0, 0.0, 0.0], [-0.1, 0.1, 0.1], [0.1, 0.1, 0.0], [0.0, 0.0, 0.0], [0.0, 0.0, 0.1], [-0.1, 0.1, 0.0], [-0.1, 0.1, 0.0], [-0.1, 0.0, 0.0], [0.1, 0.0, -0.2], [0.0, 0.0, 0.1], [0.1, 0.0, 0.0], [0.6, -0.1, 0.2], [0.1, 0.1, 0.1], [-2.6, 0.9, 0.8], [0.1, -0.1, 0.0], [0.0, 0.0, -0.1], [-0.2, 0.1, 0.0], [0.0, 0.0, 0.0]]}


# 3
{"formula": "C34H41F4N6O2PdSSi2", "method": "wB97M-V/def2-TZVPD", "relative_energy_kj_mol": 0.0, "e_lumo_ev": [-5.63, -5.63], "total_charge": 1, "symbols": ["Pd", "C", "Si", "C", "C", "C", "C", "C", "C", "C", "C", "N", "Si", "C", "C", "C", "H", "H", "H", "H", "H", "H", "H", "H", "H", "H", "H", "H", "H", "H", "H", "H", "H", "H", "H", "H", "H", "H", "O", "C", "C", "C", "C", "C", "C", "N", "H", "H", "H", "H", "H", "H", "H", "H", "H", "H", "H", "O", "S", "C", "C", "C", "C", "H", "H", "H", "H", "H", "H", "H", "H", "F", "C", "C", "F", "C", "C", "C", "F", "C", "C", "C", "N", "C", "N", "F", "C", "C", "N", "C", "N"], "xyz": [[-0.3348, -0.7790, 0.8467], [0.8307, -1.4153, 4.1240], [-0.4202, -0.0294, 3.8689], [0.5485, 1.5528, 3.6154], [-1.4283, 0.1513, 5.4432], [-1.5847, -0.5582, 2.4581], [-1.7593, -2.0506, 2.5519], [-2.4364, -2.8661, 3.4488], [-2.3516, -4.2367, 3.2694], [-1.5971, -4.7619, 2.2274], [-0.9364, -3.8894, 1.3856], [-1.0401, -2.5730, 1.5608], [-3.2572, 0.2131, 1.9762], [-3.8784, -0.6711, 0.4387], [-4.4637, -0.1119, 3.3831], [-3.2958, 2.0581, 1.6739], [1.5342, -1.1154, 4.9055], [1.4084, -1.6151, 3.2179], [0.3720, -2.3556, 4.4370], [1.2262, 1.6336, 4.4713], [-0.0784, 2.4449, 3.6034], [1.1448, 1.5399, 2.7044], [-0.7714, 0.3229, 6.2995], [-2.0223, -0.7388, 5.6606], [-2.1131, 1.0005, 5.3811], [-2.9988, -2.4397, 4.2659], [-2.8687, -4.9010, 3.9497], [-1.5131, -5.8281, 2.0749], [-0.3171, -4.2298, 0.5673], [-4.0518, -1.7349, 0.6177], [-3.1697, -0.5818, -0.3882], [-4.8248, -0.2291, 0.1172], [-4.6596, -1.1726, 3.5409], [-5.4234, 0.3565, 3.1498], [-4.1144, 0.3140, 4.3257], [-2.7866, 2.3486, 0.7568], [-2.8878, 2.6354, 2.5056], [-4.3510, 2.3300, 1.5761], [-0.4199, 1.3654, 0.7280], [-0.0867, 2.3688, 0.0706], [-0.4144, 3.7455, 0.6043], [0.8034, 4.6762, 0.8412], [2.1397, 4.1484, 0.3200], [2.2318, 4.0894, -1.2030], [0.9931, 3.4575, -1.8410], [0.5183, 2.2925, -1.1075], [-0.9638, 3.5916, 1.5275], [-1.1181, 4.1986, -0.0996], [0.8968, 4.8398, 1.9149], [0.5972, 5.6548, 0.4024], [2.3144, 3.1513, 0.7379], [2.9480, 4.7727, 0.7039], [3.1265, 3.5312, -1.4911], [2.3481, 5.0951, -1.6141], [1.2002, 3.1422, -2.8614], [0.1820, 4.1833, -1.9052], [0.8817, 1.3775, -1.3396], [2.1595, 0.1580, -0.3630], [3.4616, 0.3579, 0.3652], [4.7773, 0.0589, -0.8503], [4.9903, -1.4475, -0.8991], [5.0084, -1.8803, 0.5642], [3.7899, -1.2292, 1.2138], [5.6690, 0.5828, -0.4981], [4.4381, 0.5215, -1.7762], [5.9090, -1.7069, -1.4243], [4.1561, -1.9207, -1.4230], [5.9242, -1.5223, 1.0397], [4.9807, -2.9626, 0.6872], [3.8853, -1.0568, 2.2846], [2.8737, -1.7889, 1.0208], [-0.8462, -3.8515, -5.6627], [-0.7152, -2.5535, -5.4472], [-0.9277, -1.6887, -6.4497], [-1.2681, -2.1491, -7.6385], [-0.7608, -0.2477, -6.3081], [-0.4464, 0.1739, -4.9475], [-0.2254, -0.6937, -3.9521], [-0.0102, -0.2286, -2.7278], [-0.2822, -2.1368, -4.1249], [0.0235, -3.0233, -3.1278], [0.5274, -2.6301, -1.8415], [0.9092, -2.3303, -0.7976], [-0.1123, -4.4475, -3.2378], [-0.2662, -5.5864, -3.2331], [-0.4245, 1.4690, -4.6801], [-0.8769, 0.6217, -7.3490], [-1.2078, 0.2312, -8.6908], [-1.4718, 0.0041, -9.7856], [-0.6651, 2.0373, -7.2213], [-0.4837, 3.1668, -7.1190]], "forces_ev_per_angstrom": [[-0.6, 0.3, 0.4], [0.0, 0.1, 0.0], [0.0, 0.0, 0.2], [0.0, -0.1, 0.0], [0.0, 0.0, -0.1], [0.1, -0.3, -0.2], [-0.1, 0.2, 0.2], [0.0, 0.0, 0.0], [0.0, 0.0, 0.1], [0.0, 0.0, -0.1], [0.0, 0.0, 0.0], [0.5, 0.0, -0.3], [-0.1, 0.0, 0.0], [0.1, 0.1, 0.0], [0.0, 0.0, 0.0], [0.0, -0.1, 0.0], [0.0, 0.0, 0.0], [0.0, 0.0, 0.0], [0.0, 0.0, 0.0], [0.0, 0.1, 0.0], [-0.1, 0.0, 0.0], [0.0, 0.0, 0.0], [0.0, 0.0, 0.0], [0.0, 0.0, 0.0], [0.0, 0.0, 0.0], [0.0, 0.0, 0.0], [0.0, 0.0, 0.0], [0.0, 0.0, 0.0], [0.0, 0.0, 0.0], [0.0, 0.0, 0.0], [0.0, 0.0, 0.0], [0.0, 0.0, 0.0], [0.0, 0.0, 0.0], [0.0, 0.0, 0.0], [0.0, 0.0, 0.0], [0.0, 0.0, 0.0], [0.0, 0.0, 0.0], [0.0, 0.0, 0.0], [0.2, -0.3, 0.0], [0.0, 0.2, 0.0], [-0.1, 0.0, 0.0], [0.0, 0.0, 0.0], [0.0, 0.0, 0.0], [0.0, 0.0, 0.0], [0.0, 0.0, 0.0], [-0.1, 0.0, -0.1], [0.0, 0.0, 0.0], [0.0, 0.0, 0.0], [0.0, 0.0, 0.0], [0.0, 0.0, 0.0], [0.0, 0.0, 0.0], [0.0, 0.0, 0.0], [0.0, 0.0, 0.0], [0.0, 0.0, 0.0], [0.0, 0.0, 0.0], [0.0, 0.0, 0.0], [0.1, 0.0, 0.0], [0.0, -0.1, -0.1], [0.0, 0.0, 0.1], [0.0, 0.0, 0.0], [0.0, 0.0, 0.0], [0.0, 0.0, 0.0], [0.0, 0.0, 0.0], [0.0, 0.0, 0.0], [0.0, 0.0, 0.0], [0.0, 0.0, 0.0], [0.0, 0.0, 0.0], [0.0, 0.0, 0.0], [0.0, 0.0, 0.0], [0.0, 0.0, 0.0], [0.0, 0.0, 0.0], [0.0, 0.0, -0.1], [0.1, -0.1, 0.1], [0.0, 0.1, -0.2], [0.0, -0.1, 0.0], [0.0, 0.0, 0.1], [-0.1, 0.0, -0.1], [-0.1, -0.2, 0.0], [0.1, 0.0, 0.1], [0.0, 0.0, 0.2], [0.1, 0.1, -0.2], [-0.1, 0.4, 0.1], [-0.1, -0.2, -0.3], [-0.2, -0.1, -0.1], [0.1, 0.1, 0.0], [0.1, 0.0, 0.0], [0.0, -0.1, 0.0], [0.0, -0.1, 0.0], [0.0, 0.0, 0.1], [0.0, 0.0, 0.2], [0.0, -0.1, -0.1]]}


# 4
{"formula": "C5H13NO", "method": "wB97M-V/def2-TZVPD", "relative_energy_kj_mol": 445.7, "e_lumo_ev": 0.79, "total_charge": 0, "smiles": "C=CCCNC.O", "symbols": ["C", "C", "C", "C", "N", "C", "H", "H", "H", "H", "H", "H", "H", "H", "H", "H", "H", "O", "H", "H"], "xyz": [[-0.2611, 1.6180, 0.6974], [0.5133, 1.7253, -0.4354], [0.3970, 0.5665, -1.3406], [0.1295, -0.9453, -0.8243], [-1.3597, -1.3513, -0.8581], [-2.2963, -1.1561, 0.2680], [-0.4113, 0.7932, 1.2930], [-0.0620, 2.5316, 1.3622], [0.9116, 2.6787, -0.9396], [-0.1279, 0.6611, -2.2566], [1.4903, 0.5254, -1.9219], [0.8993, -1.5994, -1.1914], [0.5339, -1.0321, 0.1794], [-1.6192, -0.9022, -1.6773], [-3.1332, -0.6139, 0.0263], [-1.8884, -0.3536, 1.0138], [-2.3998, -2.0644, 0.6965], [2.4760, -0.3130, 1.9224], [2.6908, 0.4553, 1.3085], [1.9317, 0.0336, 2.5441]], "forces_ev_per_angstrom": [[4.5, 5.5, -0.1], [-3.4, -0.4, 0.1], [4.9, -3.1, -1.8], [-1.2, 2.1, 2.1], [2.9, -0.4, 0.4], [4.6, 3.7, 0.2], [-0.9, -2.1, 0.3], [-1.0, -1.0, -0.7], [-0.7, -1.4, 1.4], [-1.3, 0.8, -0.6], [-2.1, -0.2, 1.5], [-0.6, -0.8, -1.7], [-0.6, 0.5, 0.9], [-1.4, 0.7, -1.6], [-2.5, 0.4, -1.3], [-0.3, -1.8, -0.8], [-1.0, -2.6, 1.8], [3.1, -0.2, -4.2], [-0.5, -1.5, 1.2], [-2.6, 1.7, 3.0]]}